No. 1
A structure of composition C39H35IN4O4ReS. Source: OMol25; level of theory: wB97M-V/def2-TZVPD.

Summary:
Kohn-Sham gap (spin up / spin down)	6.44 / 5.93	eV
multiplicity	2
net charge	0
ΔE to the lowest compared entry with this formula, charge and spin	14.5	kcal/mol

Structure (XYZ):
```
85
C39H35IN4O4ReS, DFT wB97M-V/def2-TZVPD
Re 0.0452 0.7116 0.3013
C -2.4806 -3.1252 1.1608
C -1.0327 -3.2855 1.4985
N -0.5937 -4.4559 1.8865
C 0.7146 -4.5964 2.1982
C 1.6319 -3.5844 2.1110
C 3.0573 -3.8274 2.5209
O 3.3832 -3.2328 3.7772
C 1.1970 -2.3081 1.6486
C 2.1528 -1.2441 1.4793
N 1.9253 -0.0996 0.9041
C 3.0390 0.7985 0.9309
C 4.2578 0.4559 0.3615
C 5.3303 1.3355 0.4246
C 5.1903 2.5596 1.0585
C 3.9722 2.9104 1.6286
C 2.9086 2.0309 1.5609
I 1.0054 2.5070 2.2808
C -0.1730 -2.1440 1.3635
O -0.7168 -1.0333 0.9883
H -2.9895 -4.0757 1.2950
H -2.5982 -2.7825 0.1306
H -2.9417 -2.3639 1.7919
H 1.0210 -5.5802 2.5337
H 3.7517 -3.4657 1.7521
H 3.2280 -4.8989 2.6282
H 2.7707 -2.5101 3.9444
H 3.1532 -1.4002 1.8775
H 4.3561 -0.5000 -0.1365
H 6.2736 1.0618 -0.0283
H 6.0237 3.2467 1.1096
H 3.8548 3.8648 2.1232
O -1.8541 2.8075 1.9490
S -2.2723 2.9964 0.5836
O -3.6723 2.8542 0.3004
N -1.3703 2.0191 -0.3747
C -1.8463 1.8295 -1.6964
C -2.7296 2.6331 -2.3752
C -3.1645 2.2976 -3.6712
C -2.7226 1.1641 -4.2841
C -1.7845 0.3386 -3.6255
C -1.2765 -0.8446 -4.2039
C -0.3035 -1.5339 -3.5542
C 0.1968 -1.0732 -2.3153
N -0.3440 -0.0346 -1.6877
C -1.3240 0.6820 -2.3445
C -1.7994 4.6444 0.1237
C -2.6919 5.6665 0.4212
C -2.3470 6.9747 0.1234
C -1.1236 7.2534 -0.4724
C -0.2439 6.2248 -0.7727
C -0.5780 4.9117 -0.4733
H -3.1377 3.5175 -1.9131
H -3.8712 2.9500 -4.1661
H -3.0653 0.8830 -5.2710
H -1.6527 -1.1768 -5.1629
H 0.1075 -2.4373 -3.9769
H 2.0609 -0.8937 -1.3954
H -3.6471 5.4302 0.8697
H -3.0357 7.7771 0.3513
H -0.8593 8.2756 -0.7088
H 0.7046 6.4412 -1.2461
H 0.0967 4.0999 -0.7124
C 2.8358 -2.1818 -3.6816
C 2.2093 -2.7739 -2.4176
C 3.3585 -3.1666 -1.4694
C 1.3875 -1.7113 -1.6668
C 1.3929 -4.0397 -2.6698
C 0.6459 -4.5918 -1.6279
C -0.0958 -5.7457 -1.8109
C -0.1042 -6.3820 -3.0448
C 0.6412 -5.8533 -4.0850
C 1.3840 -4.6936 -3.8976
H 3.3480 -1.2526 -3.4237
H 2.1068 -1.9516 -4.4575
H 3.5790 -2.8590 -4.1050
H 3.9945 -2.3046 -1.2561
H 3.9759 -3.9421 -1.9244
H 2.9717 -3.5507 -0.5247
H 1.0596 -2.1397 -0.7224
H 0.6339 -4.1217 -0.6512
H -0.6700 -6.1451 -0.9848
H -0.6862 -7.2821 -3.1913
H 0.6467 -6.3402 -5.0518
H 1.9514 -4.2978 -4.7290
```

No. 2
A structure of composition C39H35IrN6O2P2S3 in a non-equilibrium geometry. Source: OMol25; level of theory: wB97M-V/def2-TZVPD.

Summary:
Kohn-Sham gap (spin up / spin down)	4.42 / 6.47	eV
multiplicity	5
net charge	0

Structure (XYZ):
```
88
C39H35IrN6O2P2S3, DFT wB97M-V/def2-TZVPD
Ir 1.1527 -9.4702 19.9793
S 1.8141 -11.6210 18.9702
P 1.9707 -10.2737 17.4099
C 1.7569 -8.7743 18.2597
P 1.6090 -7.0407 18.2901
S 0.9205 -7.1748 20.2825
C 0.6849 -6.2551 17.0038
C -0.4307 -5.4509 17.2630
C -0.9443 -4.6682 16.1620
C -0.4463 -4.6806 14.9214
C 0.5765 -5.6386 14.6439
C 1.2404 -6.2416 15.7173
C 3.1430 -6.1573 18.5039
C 3.2820 -4.7911 18.0806
C 4.4467 -4.1169 18.4499
C 5.4626 -4.6194 19.2502
C 5.2617 -5.9576 19.7201
C 4.0843 -6.6940 19.3728
C 3.5964 -10.7125 16.7437
C 4.0437 -12.0071 16.3963
C 5.3812 -12.2025 16.0805
C 6.2097 -11.1479 15.8950
C 5.7526 -9.8853 16.1697
C 4.4208 -9.6397 16.5421
C 0.8950 -10.3334 15.9304
C -0.4925 -10.1869 16.1202
C -1.2766 -10.2034 15.0193
C -0.7204 -10.3111 13.7124
C 0.6789 -10.3661 13.5629
C 1.4559 -10.3087 14.6401
H -0.9666 -5.3714 18.1768
H -1.8476 -4.0672 16.4094
H -0.8035 -4.0444 14.1696
H 0.9678 -5.6992 13.5904
H 2.1516 -6.7673 15.6027
H 2.6040 -4.2478 17.3875
H 4.5357 -3.1321 17.9975
H 6.3963 -4.1103 19.4902
H 5.8999 -6.5065 20.4200
H 3.9597 -7.7371 19.7347
H 3.4349 -12.8873 16.3607
H 5.7748 -13.2150 15.9264
H 7.3036 -11.2989 15.5491
H 6.4767 -9.1157 16.0693
H 4.1541 -8.5926 16.9241
H -0.9489 -10.2086 17.1285
H -2.2985 -9.9954 14.9395
H -1.3841 -10.2525 12.8746
H 1.1148 -10.4026 12.5714
H 2.5541 -10.1374 14.5072
N 5.8958 -15.0020 23.2839
C 5.6680 -13.8084 22.7462
C 5.4692 -13.5293 21.3571
C 4.9711 -12.3103 20.9413
C 4.6958 -11.3595 21.9431
C 4.8860 -11.6114 23.3131
C 5.5675 -12.7506 23.6983
S 3.9402 -9.7852 21.5667
O 4.4355 -8.8020 22.4953
O 4.1839 -9.6520 20.1523
N 2.1906 -9.9329 21.6886
C 1.6944 -10.3273 22.8944
N 0.4792 -10.9487 22.9149
C -0.1918 -11.0738 24.0516
C 0.4208 -10.8053 25.2563
C 1.7094 -10.2179 25.1608
N 2.3356 -10.0287 24.0544
H 5.7735 -15.9017 22.7578
H 6.7608 -15.0964 23.8612
H 5.7462 -14.2866 20.6102
H 4.8993 -12.0254 19.8489
H 4.6074 -10.8722 24.0134
H 5.8571 -13.0300 24.7185
H -1.2084 -11.4108 23.9410
H -0.1187 -10.9715 26.1827
H 2.1774 -9.8416 26.0694
C -3.8154 -11.6403 21.1976
N -2.7600 -10.8970 20.4766
C -3.0334 -9.6774 19.7859
C -1.8287 -9.0961 19.4656
N -0.8582 -9.8966 20.0653
C -1.4733 -10.9276 20.6876
H -4.8037 -11.5453 20.6813
H -4.0402 -11.3125 22.2808
H -3.3346 -12.6298 21.3179
H -4.0667 -9.5127 19.4919
H -1.6162 -8.1424 18.8643
H -0.9093 -11.6497 21.2632
```

No. 3
A structure of composition C39H36AsCl2N4O11S2SiW. Source: OMol25; level of theory: wB97M-V/def2-TZVPD.

Summary:
Kohn-Sham gap	6.59	eV
net charge	+1
ΔE to the lowest compared entry with this formula, charge and spin	18.8	kcal/mol

Structure (XYZ):
```
97
C39H36AsCl2N4O11S2SiW, DFT wB97M-V/def2-TZVPD
W -0.3577 0.1622 -0.4722
Cl 3.5955 0.0584 -3.3567
C 3.6141 -0.6834 -1.8006
C 4.7452 -1.4217 -1.3901
C 4.7772 -2.0215 -0.1644
Cl 6.1740 -2.9272 0.3119
C 3.6733 -1.9286 0.7224
C 3.5942 -2.4815 2.0179
C 2.4452 -2.3210 2.7388
C 1.3526 -1.6376 2.1675
N 1.4017 -1.1088 0.9701
C 2.5500 -1.2217 0.2712
C 2.5280 -0.5654 -0.9735
O 1.4378 0.1175 -1.2938
H 5.5899 -1.5011 -2.0599
H 4.4403 -3.0199 2.4236
H 2.3475 -2.7239 3.7369
H 0.4223 -1.5681 2.7167
O -1.5374 0.7902 3.0957
As -2.0962 -0.7127 2.4114
O -1.7942 -1.9887 3.3689
O -1.1765 -0.9057 0.9697
C -3.9312 -0.5265 1.9429
C -4.8308 -1.0686 2.8485
C -6.1928 -1.0124 2.5778
C -6.6465 -0.4286 1.4061
C -5.7473 0.1056 0.4914
C -4.3912 0.0514 0.7624
S -3.2824 0.7351 -0.4337
O -4.0749 1.6026 -1.2384
O -2.1593 1.3809 0.3117
O -2.5701 -0.3882 -1.1178
H -1.1900 0.6173 3.9827
H -4.4643 -1.5425 3.7503
H -6.8970 -1.4294 3.2847
H -7.7068 -0.3863 1.1978
H -6.0903 0.5683 -0.4227
C 1.8481 3.0854 -1.5306
Si 0.2937 2.7113 -2.4844
C 0.7432 2.6523 -4.2949
C -0.9566 4.0340 -2.0437
N -0.6378 1.1303 -2.0807
C -1.4472 0.8537 -3.2531
C -1.0456 -0.2066 -4.0605
C -1.7269 -0.4851 -5.2331
C -2.7961 0.3103 -5.6208
C -3.1643 1.3907 -4.8348
C -2.4913 1.6728 -3.6543
H 2.2527 3.9546 -2.0625
H 2.6089 2.3089 -1.5441
H 1.6726 3.4114 -0.5072
H 1.7336 3.0898 -4.4322
H 0.0333 3.2170 -4.9016
H 0.7715 1.6363 -4.6857
H -0.4312 4.8743 -1.5843
H -1.7098 3.6875 -1.3341
H -1.4670 4.3931 -2.9382
H -0.1684 -0.7784 -3.7906
H -1.4123 -1.3162 -5.8506
H -3.3286 0.0989 -6.5382
H -3.9876 2.0242 -5.1377
H -2.7971 2.5063 -3.0451
O 2.3963 1.4679 1.4899
C 1.3289 2.0003 1.4280
O 0.3132 1.4618 0.6519
C 0.9347 3.2641 2.0633
C -0.3645 3.7518 1.9719
C -0.7173 4.9642 2.5656
C 0.2769 5.6397 3.2295
O 0.1840 6.8153 3.8934
C 1.5188 7.1565 4.2897
O 2.3346 6.0085 4.0630
C 1.5766 5.1492 3.3237
C 1.9429 3.9653 2.7561
H -1.1129 3.1766 1.4471
H -1.7233 5.3545 2.5105
H 1.5262 7.4060 5.3482
H 1.8727 7.9871 3.6751
H 2.9472 3.5723 2.8230
N -0.4346 -3.6185 0.6531
C 0.1642 -3.4124 -0.5000
S -0.2554 -2.1455 -1.6075
N 1.1077 -4.2507 -0.9334
C 1.5949 -5.3965 -0.2252
C 0.7340 -6.4300 0.1176
C 1.2326 -7.5254 0.8081
C 2.5812 -7.5941 1.1281
C 3.4378 -6.5657 0.7594
C 2.9458 -5.4576 0.0877
H -1.0675 -2.9140 1.0068
H -0.1120 -4.3403 1.2809
H 1.5749 -3.9742 -1.7842
H -0.3096 -6.3846 -0.1683
H 0.5677 -8.3340 1.0796
H 2.9674 -8.4547 1.6570
H 4.4914 -6.6230 0.9979
H 3.6029 -4.6451 -0.1993
```

No. 4
A structure of composition C39H36AsN6O4PSSc in a non-equilibrium geometry. Source: OMol25; level of theory: wB97M-V/def2-TZVPD.

Summary:
Kohn-Sham gap	7.04	eV
net charge	+1
ΔE to the lowest compared entry with this formula, charge and spin	22.2	kcal/mol

Structure (XYZ):
```
89
C39H36AsN6O4PSSc, DFT wB97M-V/def2-TZVPD
Sc 0.5624 -2.4941 1.6813
N 3.4563 -5.6070 2.6571
C 2.7391 -4.4857 2.7567
S 3.1509 -3.1282 1.7561
N 1.8020 -4.4966 3.6984
N 1.0179 -3.4001 3.6274
C 0.4609 -2.9813 4.6948
C -0.3244 -1.7482 4.6192
C -0.8263 -1.1493 5.7596
C -1.4979 0.0568 5.6491
C -1.6624 0.6225 4.3958
C -1.1441 -0.0467 3.3062
N -0.4857 -1.2015 3.4002
H 4.2305 -5.6526 2.0218
H 3.2490 -6.3860 3.2598
H 0.6524 -3.4760 5.6409
H -0.6742 -1.6252 6.7196
H -1.8866 0.5500 6.5309
H -2.1874 1.5587 4.2614
H -1.2727 0.3428 2.3062
C -3.6537 -1.6005 2.2552
C -3.0384 -2.4972 1.2390
N -1.7722 -2.8739 1.1412
C -1.7240 -3.7531 0.0724
C -2.9546 -3.8928 -0.4807
N -3.7630 -3.0961 0.2777
C -3.5618 -4.5925 -1.6479
O -2.7820 -5.3643 -2.3699
O -4.7285 -4.3943 -1.8807
C -0.4403 -4.3716 -0.3011
O -0.3533 -5.1653 -1.2173
O 0.5548 -3.9590 0.4381
H -3.1860 -1.7491 3.2256
H -4.7173 -1.8148 2.3477
H -3.5439 -0.5520 1.9689
H -4.7519 -3.0007 0.0902
H -1.8547 -5.3778 -2.0107
C 2.1980 0.2230 -1.4278
C 1.9410 1.7054 -1.6167
As 2.3560 2.3668 -3.4412
C 1.9384 4.2268 -3.0266
C 2.8211 5.2002 -3.4851
C 2.6067 6.5446 -3.1995
C 1.5057 6.9264 -2.4481
C 0.6148 5.9625 -1.9861
C 0.8299 4.6214 -2.2741
C 0.6823 1.7669 -4.2647
C -0.3612 2.6193 -4.6214
C -1.5060 2.1152 -5.2317
C -1.6193 0.7575 -5.5022
C -0.5730 -0.0961 -5.1781
C 0.5704 0.4080 -4.5711
P 1.3452 -0.4101 0.0951
C -0.3913 -0.0932 -0.4286
C -0.8407 -1.0733 -1.3210
C -2.0850 -0.9792 -1.9243
C -2.9147 0.0952 -1.6344
C -2.4857 1.0771 -0.7523
C -1.2323 0.9887 -0.1590
C 1.9461 0.7292 1.3916
C 1.3020 1.8250 1.9661
C 1.9358 2.5826 2.9416
C 3.2286 2.2727 3.3373
C 3.8891 1.1968 2.7591
C 3.2466 0.4222 1.8059
H 3.2629 0.0068 -1.3406
H 1.8023 -0.3772 -2.2452
H 2.5435 2.2999 -0.9313
H 0.8945 1.9462 -1.4431
H 3.6841 4.9073 -4.0704
H 3.3008 7.2914 -3.5650
H 1.3370 7.9729 -2.2244
H -0.2521 6.2587 -1.4071
H 0.1125 3.8860 -1.9285
H -0.2837 3.6830 -4.4389
H -2.3058 2.7915 -5.5092
H -2.5075 0.3702 -5.9881
H -0.6367 -1.1518 -5.4176
H 1.4006 -0.2621 -4.3749
H -0.1970 -1.9134 -1.5645
H -2.4055 -1.7408 -2.6258
H -3.8845 0.1771 -2.1107
H -3.1178 1.9334 -0.5450
H -0.9101 1.7939 0.4801
H 0.3176 2.1218 1.6447
H 1.4201 3.4272 3.3843
H 3.7234 2.8746 4.0904
H 4.9026 0.9560 3.0527
H 3.7615 -0.4311 1.3852
```

No. 5
A structure of composition C39H36BeClN3Si2 in a non-equilibrium geometry. Source: OMol25; level of theory: wB97M-V/def2-TZVPD.

Summary:
Kohn-Sham gap (spin up / spin down)	6.27 / 3.67	eV
net charge	0
ΔE to the lowest compared entry with this formula, charge and spin	54.1	kcal/mol

Structure (XYZ):
```
82
C39H36BeClN3Si2, DFT wB97M-V/def2-TZVPD
C -1.6884 -0.7459 4.8000
C -2.4577 -0.0961 3.7523
C -2.5356 -0.9766 2.6487
H -3.0046 0.8488 3.8498
C -1.8429 -2.1645 2.9718
C -1.3352 -2.0534 4.2831
H -0.8928 -2.8493 4.8789
H -1.6723 -0.4379 5.8517
H -3.1252 -0.8173 1.7453
H -1.7797 -3.0412 2.3403
Be -0.1569 -0.1695 3.9997
Si 1.2253 -0.0063 -3.3237
C 0.8865 1.5135 -4.3720
C 1.8872 1.9480 -5.2521
H 2.8672 1.4574 -5.2566
C 1.6316 2.9974 -6.1461
H 2.4089 3.3037 -6.8473
C 0.4051 3.6683 -6.1268
H 0.2270 4.5083 -6.8032
C -0.5780 3.2427 -5.2329
H -1.5052 3.8012 -5.1637
C -0.3787 2.1244 -4.4288
H -1.2090 1.7483 -3.8273
C 1.2648 -1.4222 -4.5240
C 0.3769 -1.3640 -5.6214
H -0.1917 -0.4514 -5.8260
C 0.1995 -2.4684 -6.4504
H -0.5024 -2.4133 -7.2755
C 0.9185 -3.6425 -6.2275
H 0.7460 -4.5200 -6.8509
C 1.8692 -3.6702 -5.2042
H 2.4742 -4.5657 -5.0671
C 2.0505 -2.5731 -4.3529
H 2.7927 -2.6111 -3.5519
H -0.1359 -0.2907 -2.8305
Si 0.4447 -0.0082 -0.9628
C -0.6397 -1.5529 -0.7025
C -1.9466 -1.6817 -1.2258
H -2.4570 -0.8555 -1.7277
C -2.6084 -2.9138 -1.1518
H -3.6218 -3.0191 -1.5421
C -1.9735 -4.0275 -0.5870
H -2.4870 -4.9850 -0.5301
C -0.6688 -3.9146 -0.1186
H -0.1421 -4.7899 0.2631
C -0.0212 -2.6796 -0.1448
H 0.9910 -2.6091 0.2487
C -0.7156 1.4709 -0.7594
C -1.9318 1.3137 -0.0890
H -2.1012 0.4248 0.5251
C -2.9486 2.2617 -0.2183
H -3.9101 2.0806 0.2640
C -2.7202 3.4256 -0.9540
H -3.5121 4.1669 -1.0731
C -1.4588 3.6641 -1.5123
H -1.2514 4.5972 -2.0449
C -0.4491 2.7024 -1.3825
H 0.5375 2.9050 -1.8141
H 2.2467 0.1412 -2.1929
Cl 1.6430 0.0971 0.6912
N 1.4150 0.7591 5.9027
C 1.9705 -0.3725 5.2910
C 3.1635 -0.8904 5.7930
C 3.6931 -2.0310 5.2053
C 2.9660 -2.6585 4.1691
C 1.7722 -2.1050 3.7349
N 1.2948 -0.9363 4.2708
C 0.8077 1.7993 5.1826
C 1.0026 3.1158 5.5996
C 0.4367 4.1474 4.8584
C -0.3786 3.8096 3.7544
C -0.5840 2.4826 3.4239
N 0.0435 1.4772 4.1146
H 1.9846 1.1120 6.6662
H 3.6263 -0.3760 6.6336
H 4.6388 -2.4497 5.5491
H 3.3171 -3.5874 3.7135
H 1.1675 -2.5547 2.9428
H 1.6088 3.2784 6.4913
H 0.6160 5.1899 5.1249
H -0.8741 4.5845 3.1694
H -1.2244 2.1800 2.5917
```

Number 1: E -2801.3020 a.u.. Number 2: E -3967.5561 a.u.. Number 3: E -6863.5659 a.u.. Number 4: E -5873.3247 a.u.. Number 5: E -2725.8996 a.u..